Record 1
Computed, not measured: an isolated molecule of C4H6IN2P at a distorted geometry, with ωB97M-V/def2-TZVPD.

ORCA input file:
```
! wB97M-V def2-TZVPD RIJCOSX def2/J DEFGRID3
* xyz 0 1
H -2.7387 -0.3254 -0.4382
H 2.6373 0.4105 -0.7645
N 1.2479 -0.7748 0.2526
C 1.5726 0.2599 -0.5084
C -0.7244 0.3505 -0.3438
N -0.4715 -0.6693 0.4239
C 0.4204 0.9210 -0.8825
H -2.7633 1.3904 -0.0527
H 0.7684 -2.3355 1.4774
P 2.0760 -1.8110 1.3291
H -2.0210 0.7554 -1.7947
C -2.1673 0.6547 -0.6554
I 2.0256 -0.5983 3.4731
H 0.1380 1.7720 -1.5159
*
```

Kohn-Sham gap	8.7364	eV
ΔE to the lowest compared entry with this formula, charge and spin	42.7	kcal/mol
SMILES string	Cc1ccn(PI)n1
highest occupied orbital energy	-8.81	eV



Record 2
Computed, not measured: an isolated molecule of C5H11ClNOP at a distorted geometry, with ωB97M-V/def2-TZVPD.

ORCA input file:
```
! wB97M-V def2-TZVPD RIJCOSX def2/J DEFGRID3
* xyz 0 1
H -2.1235 2.6392 1.4365
N 0.7615 0.0440 -0.1088
H 3.2154 0.4122 -1.3057
H 2.5829 1.6980 -0.0010
C -0.2420 -0.6878 -0.3801
C 3.1347 0.7142 -0.2276
H 3.9286 0.5482 0.4986
C 2.1111 -0.3242 0.3421
P -2.5204 0.1835 0.7472
C -2.6692 2.0973 0.7481
H 2.3183 -1.3292 -0.0553
H -2.3314 2.1733 -0.2690
O -1.4503 -0.0906 -0.4880
H -1.0402 -2.4324 -1.2862
H 2.2185 -0.3092 1.4196
Cl -4.0545 -0.2766 -0.4477
H 0.6060 -2.5218 -1.2431
H -0.4952 -2.5967 0.3592
C -0.2527 -2.1858 -0.6360
H -3.6976 2.2444 0.8970
*
```

Kohn-Sham gap	9.9018	eV
ΔE to the lowest compared entry with this formula, charge and spin	21.7	kcal/mol
SMILES string	CC/N=C(\C)OP(C)Cl
highest occupied orbital energy	-8.98	eV



Record 3
Computed, not measured: a structure of composition C30H36NOPPbS3 at a distorted geometry, with ωB97M-V/def2-TZVPD.

ORCA input file:
```
! wB97M-V def2-TZVPD RIJCOSX def2/J DEFGRID3
* xyz 4 1
H 6.1049 12.1083 11.7866
H 13.0265 13.6640 12.9560
H 11.1746 6.5030 9.1204
H 12.6126 16.1517 9.5810
C 5.7154 11.7974 8.4875
C 11.3042 7.2492 13.1804
C 12.2493 8.1879 10.7611
H 10.8437 14.5193 13.9076
H 14.6579 11.9813 11.9520
C 12.7899 12.6052 12.9326
H 13.3367 6.6956 13.6240
C 12.4046 15.0957 9.4890
P 9.7062 8.9661 9.8470
C 13.5971 14.2722 10.0574
H 5.9073 13.8343 12.2420
H 12.1431 15.3530 12.1250
C 10.3795 7.7200 12.2772
C 6.8730 8.8760 10.2878
H 4.9334 6.3499 11.3724
H 6.9725 5.0247 10.7651
H 6.5188 14.9499 8.5934
H 13.9692 14.7024 10.9848
C 5.7415 8.1940 10.6852
S 10.9662 12.4161 12.8241
H 12.3253 14.9000 8.3867
H 14.2099 7.5382 11.3934
H 5.9684 11.5690 7.4272
C 11.0695 15.1809 11.9478
C 5.7540 13.0772 11.4551
S 10.7735 14.8501 10.2048
C 9.7629 8.8424 7.0633
H 13.0311 12.2208 13.9513
H 9.7409 8.6795 4.8818
H 11.0081 6.5314 4.8632
H 5.8050 15.5212 10.0785
S 13.2607 12.4875 10.1338
H 4.6641 12.9903 11.2548
H 9.4048 14.1950 12.9445
C 10.5271 14.1774 12.9549
C 8.0968 6.7231 10.2652
H 7.5515 13.7752 10.6139
C 5.9133 14.6416 9.4394
C 5.8156 6.8488 10.9511
H 4.7839 8.6847 10.7106
C 13.1414 7.6125 11.6547
C 6.6763 10.2337 9.8081
C 11.0999 6.3813 6.9859
H 11.6425 5.4278 6.9702
C 6.8608 12.4212 9.2471
H 9.0045 6.2151 10.0241
C 12.6540 7.1727 12.8875
O 5.4322 10.5379 9.1933
H 14.3861 14.3608 9.3226
C 10.0087 8.1673 5.8381
H 7.6016 12.8422 8.5706
C 10.7779 6.9539 8.2263
H 4.7779 12.4002 8.4799
C 10.8639 8.2463 11.0806
H 10.6091 16.1602 12.1514
H 12.5976 8.6314 9.8154
Pb 10.4215 11.9482 10.0698
H 4.8777 14.3935 9.0707
C 6.9416 6.0844 10.6567
C 6.5593 13.5018 10.2452
H 13.3876 10.8479 11.8254
N 7.4896 11.2398 9.9379
H 10.9740 6.9609 14.2018
H 9.2389 9.8063 7.0194
C 8.0797 8.1242 10.1743
C 13.5883 11.9001 11.8501
C 10.1063 8.1899 8.2538
H 9.2985 7.7169 12.5808
C 10.7366 6.9804 5.7996
*
```

Kohn-Sham gap (spin up / spin down)	3.6900 / 3.6535	eV
highest occupied orbital energy (spin up / spin down)	-19.66 / -19.64	eV